*A*
Entry from the OMol25 dataset: 3 unconnected molecules or ions with the total composition C2H12N2O2 (ωB97M-V/def2-TZVPD).

```
18
Properties=species:S:1:pos:R:3
N 1.587 1.336 -0.758
C 1.652 -0.106 -0.751
C 1.621 -0.705 -2.197
N 0.585 -1.726 -2.271
H 2.195 1.859 -0.144
H 0.707 1.771 -0.964
H 0.851 -0.598 -0.178
H 2.564 -0.378 -0.228
H 1.514 0.140 -2.879
H 2.596 -1.171 -2.311
H -0.319 -1.327 -2.083
H 0.553 -2.235 -3.141
O -3.866 -1.010 3.069
H -4.520 -1.248 2.448
H -3.204 -0.477 2.614
O -1.908 1.896 3.277
H -1.361 2.131 2.531
H -1.246 1.847 3.965
```

As for the LUMO energy: 0.432 eV. As for the HOMO-LUMO gap: 9.36 eV. As for the charge: 0.

Here are the Mulliken charges for atoms 1 to 4, given in e: N -0.500; C -0.344; C -0.401; N -0.574

***

*B*
Entry from the OMol25 dataset: 3 unconnected molecules or ions with the total composition C2H12N2O2 (ωB97M-V/def2-TZVPD).

```
18
Properties=species:S:1:pos:R:3
N 0.365 -0.840 2.362
C 0.191 -0.408 0.943
C -0.800 -1.304 0.244
N -0.735 -1.256 -1.221
H -0.571 -0.910 2.768
H 0.705 -0.015 2.854
H 1.173 -0.527 0.470
H 0.011 0.670 0.888
H -0.727 -2.330 0.616
H -1.796 -1.011 0.609
H -0.385 -2.147 -1.556
H -1.657 -1.143 -1.625
O 0.219 3.636 -0.017
H 1.113 3.328 -0.154
H -0.229 2.780 -0.082
O 1.028 0.862 -2.250
H 0.348 0.172 -2.121
H 1.746 0.442 -2.727
```

As for the LUMO energy: 0.695 eV. As for the HOMO-LUMO gap: 10.51 eV. As for the charge: 0.

Here are the Mulliken charges for atoms 1 to 4, given in e: N -0.700; C -0.076; C -0.569; N -0.552

***

Quick look at relative energies in hartree: *A* 0.0143; *B* 0.0000.

***

*A*
Entry from the OMol25 dataset: a molecular structure, C7H14S (ωB97M-V/def2-TZVPD).

```
22
Properties=species:S:1:pos:R:3
C 1.049 0.632 1.138
C -0.397 0.103 0.657
C -1.758 0.815 0.861
C -0.499 -1.292 1.261
C -0.134 0.110 -0.827
C 0.594 1.020 -1.745
C 1.169 -0.404 -1.355
H 1.397 1.517 0.481
H 1.799 -0.401 0.966
H 0.786 1.067 2.147
H -2.606 0.102 0.711
H -1.629 1.760 0.323
H -1.807 1.127 2.053
H -1.426 -1.917 0.985
H -0.677 -1.050 2.366
H 0.436 -1.978 1.307
H -1.046 0.010 -1.501
H 0.310 1.165 -2.834
H 1.032 1.961 -1.565
H 1.882 -0.273 -0.541
H 0.142 -2.557 -2.157
S 1.382 -1.518 -2.733
```

As for the LUMO energy: 0.390 eV. As for the HOMO-LUMO gap: 9.18 eV. As for the charge: 0.

Here are the Mulliken charges for atoms 1 to 4, given in e: C -1.277; C 1.765; C -1.463; C -1.378

***

*B*
Entry from the OMol25 dataset: C7H14S in the gas phase (ωB97M-V/def2-TZVPD).

```
22
Properties=species:S:1:pos:R:3
C 0.272 0.143 -1.644
C -0.998 -0.714 0.957
C -0.635 -1.598 -0.223
C 0.548 -1.197 -0.936
C -2.548 -0.543 0.940
C 1.665 -1.089 0.100
C 0.916 2.452 0.510
S -0.180 1.486 -0.793
H 1.019 0.440 -2.500
H -0.520 -2.525 0.259
H -1.463 -1.662 -0.902
H 0.735 -1.816 -1.781
H -2.308 0.305 0.261
H -3.032 -0.256 1.847
H -3.093 -1.284 0.360
H 2.036 -2.123 0.381
H 1.093 -0.506 0.880
H 2.665 -0.577 -0.241
H 0.290 3.328 1.003
H 1.231 1.679 1.252
H 1.839 2.754 -0.149
H 0.005 2.308 -1.770
```

As for the LUMO energy (spin up / spin down): 0.224 / 0.224 eV. As for the HOMO-LUMO gap (spin up / spin down): 7.29 / 7.29 eV. As for the charge: 0.

Here are the Mulliken charges for atoms 1 to 4, given in e: C -0.650; C -0.346; C -0.865; C 0.400

***

Quick look at relative energies in hartree: *A* 0.0000; *B* 0.1019.